# 1
Molecular formula: C37H32N10O2PZr
Method: DFT, ωB97M-V/def2-TZVPD

Atoms and positions in Å:
Zr -0.108 -0.965 -0.155
C 2.125 -2.153 2.466
N 1.304 -2.390 1.265
C 1.583 -3.464 0.605
C 0.792 -3.839 -0.510
C 0.886 -4.949 -1.323
C -0.194 -4.873 -2.220
C -0.877 -3.712 -1.914
N -0.297 -3.054 -0.872
C 3.559 -1.720 2.221
C 4.024 -1.300 0.981
C 5.341 -0.873 0.826
C 6.202 -0.864 1.911
C 5.745 -1.291 3.154
C 4.434 -1.716 3.306
H 2.130 -3.061 3.069
H 1.642 -1.393 3.067
H 2.410 -4.111 0.892
H 1.642 -5.720 -1.260
H -0.447 -5.570 -3.004
H -1.733 -3.303 -2.432
H 3.366 -1.310 0.128
H 5.688 -0.554 -0.150
H 7.228 -0.535 1.791
H 6.415 -1.297 4.007
H 4.086 -2.052 4.279
N -3.159 -2.103 -0.245
N -3.527 -2.348 1.073
C -2.745 -1.908 2.053
N -3.097 -2.109 3.308
N -1.618 -1.270 1.652
N -0.835 -0.632 2.542
O 0.138 -0.114 1.961
O -1.027 -0.536 3.729
H -3.834 -1.513 -0.713
H -3.002 -2.968 -0.740
H -4.339 -2.902 1.293
H -3.968 -2.559 3.533
H -2.530 -1.717 4.041
C -2.307 4.115 3.828
C -2.983 2.952 3.477
C -2.584 2.234 2.361
C -1.512 2.674 1.580
C -0.843 3.843 1.933
C -1.242 4.559 3.057
P -1.070 1.680 0.138
C 0.445 2.387 -0.561
C 1.609 2.318 0.210
C 2.829 2.682 -0.336
C 2.897 3.100 -1.658
C 1.742 3.171 -2.429
C 0.516 2.820 -1.882
C -2.372 1.875 -1.066
C -3.282 2.896 -1.106
C -4.184 2.983 -2.189
C -4.094 2.095 -3.221
C -3.130 1.053 -3.216
C -2.942 0.205 -4.335
C -1.932 -0.707 -4.322
C -1.137 -0.883 -3.162
C -1.318 -0.167 -1.994
C -2.293 0.888 -2.084
H -2.614 4.677 4.701
H -3.821 2.610 4.073
H -3.124 1.335 2.077
H -0.017 4.199 1.332
H -0.720 5.469 3.326
H 1.566 1.974 1.237
H 3.728 2.623 0.267
H 3.853 3.364 -2.095
H 1.800 3.489 -3.464
H -0.379 2.860 -2.490
H -3.299 3.647 -0.324
H -4.917 3.780 -2.216
H -4.750 2.189 -4.081
H -3.577 0.329 -5.206
H -1.736 -1.317 -5.199
H -0.354 -1.628 -3.225
N 1.602 -0.650 -1.279
C 2.409 -0.434 -2.128
N 3.314 -0.245 -2.941
C 3.363 0.525 -4.027
N 3.458 1.179 -4.976

Largest force on an atom in eV Å⁻¹: 0.9
Energy in a.u.: -2515.38318
Gap between HOMO and LUMO in eV: 6.6
HOMO level in eV: -10.42
Lowest unoccupied orbital energy in eV: -3.83
Total charge: +1
Energy relative to the best compared isomer or geometry (same formula, charge and spin) in kJ/mol: 44.8

=====

# 2
Molecular formula: C37H32N4O2SiV
Method: DFT, ωB97M-V/def2-TZVPD

Atoms and positions in Å:
V -0.167 -0.077 -0.235
O -5.314 -0.193 1.526
C -5.396 -0.252 0.189
C -6.680 -0.268 -0.365
C -6.849 -0.331 -1.729
C -5.749 -0.385 -2.587
C -4.484 -0.378 -2.052
C -4.277 -0.303 -0.665
C -2.905 -0.308 -0.162
O -1.937 -0.429 -1.020
N -2.696 -0.136 1.138
N -1.364 -0.050 1.374
C -0.846 0.170 2.528
C 0.613 0.206 2.536
C 1.328 0.438 3.705
C 2.710 0.396 3.669
C 3.338 0.125 2.461
C 2.565 -0.083 1.335
N 1.230 -0.046 1.353
H -4.369 -0.144 1.781
H -7.524 -0.230 0.309
H -7.852 -0.343 -2.137
H -5.892 -0.440 -3.657
H -3.615 -0.440 -2.691
H -1.443 0.266 3.428
H 0.797 0.632 4.626
H 3.288 0.570 4.566
H 4.415 0.075 2.386
H 3.007 -0.290 0.370
C 3.002 -5.162 2.426
C 2.824 -5.440 1.077
C 1.995 -4.638 0.311
C 1.333 -3.536 0.865
C 1.521 -3.282 2.222
C 2.344 -4.084 3.000
Si 0.204 -2.533 -0.242
C -1.292 -3.489 -0.804
C -2.322 -3.684 0.122
C -3.496 -4.324 -0.240
C -3.659 -4.782 -1.540
C -2.646 -4.603 -2.470
C -1.473 -3.958 -2.104
C 1.204 -1.702 -1.615
C 0.584 -0.977 -2.651
C 1.325 -0.177 -3.525
C 2.695 -0.088 -3.393
C 3.338 -0.809 -2.387
C 2.608 -1.590 -1.515
H 3.644 -5.790 3.029
H 3.326 -6.286 0.627
H 1.859 -4.879 -0.739
H 1.006 -2.453 2.699
H 2.466 -3.872 4.054
H -2.212 -3.326 1.142
H -4.285 -4.461 0.489
H -4.576 -5.280 -1.827
H -2.770 -4.965 -3.482
H -0.696 -3.816 -2.847
H -0.478 -1.097 -2.828
H 0.820 0.353 -4.322
H 3.271 0.518 -4.080
H 4.416 -0.765 -2.298
H 3.126 -2.152 -0.745
C -0.494 6.289 0.397
C -0.263 4.848 0.074
C -1.250 4.058 -0.508
C -0.980 2.731 -0.770
N 0.174 2.129 -0.456
C 1.127 2.887 0.100
C 0.955 4.230 0.361
H -1.313 6.701 -0.189
H 0.401 6.881 0.213
H -0.750 6.400 1.453
H -2.216 4.467 -0.769
H -1.726 2.103 -1.245
H 2.059 2.391 0.342
H 1.768 4.796 0.796

<S²>: 2.0837
Largest force on an atom in eV Å⁻¹: 0.7
Spin multiplicity: 3
Energy in a.u.: -3032.02915
Gap between HOMO and LUMO (spin up / spin down) in eV: 6.9 / 6.1
HOMO level (spin up / spin down) in eV: -10.45 / -9.89
Lowest unoccupied orbital energy (spin up / spin down) in eV: -3.56 / -3.75
Total charge: +1
Energy relative to the best compared isomer or geometry (same formula, charge and spin) in kJ/mol: 0.0

=====

# 3
Molecular formula: C37H33Cl4N2O5SSb2Tc
Method: DFT, ωB97M-V/def2-TZVPD

Atoms and positions in Å:
Tc -2.091 0.591 -0.426
C 2.045 0.592 -1.161
C 2.748 -0.646 -0.571
C 3.149 -0.464 0.889
Sb 1.464 -0.310 2.247
C 2.282 1.271 3.414
C 1.716 2.536 3.261
C 2.230 3.636 3.937
C 3.317 3.477 4.783
C 3.887 2.221 4.948
C 3.374 1.126 4.267
C 2.008 -1.935 3.504
C 2.505 -3.108 2.938
C 2.759 -4.225 3.722
C 2.514 -4.184 5.087
C 2.015 -3.024 5.662
C 1.761 -1.909 4.875
Sb 0.083 0.305 -1.911
C 0.297 -1.439 -3.057
C -0.757 -2.339 -3.188
C -0.602 -3.479 -3.967
C 0.602 -3.720 -4.610
C 1.655 -2.823 -4.483
C 1.505 -1.683 -3.709
C 0.039 1.816 -3.379
C 0.023 3.146 -2.963
C -0.041 4.166 -3.901
C -0.093 3.859 -5.255
C -0.078 2.537 -5.672
C -0.013 1.512 -4.735
H 2.553 0.958 -2.055
H 2.010 1.434 -0.467
H 3.645 -0.828 -1.169
H 2.146 -1.553 -0.693
H 3.732 0.450 1.015
H 3.771 -1.290 1.237
H 0.862 2.673 2.602
H 1.782 4.613 3.805
H 3.718 4.329 5.316
H 4.735 2.096 5.610
H 3.831 0.152 4.408
H 2.695 -3.165 1.871
H 3.146 -5.128 3.267
H 2.714 -5.052 5.701
H 1.825 -2.986 6.728
H 1.373 -1.010 5.343
H -1.705 -2.152 -2.701
H -1.424 -4.175 -4.070
H 0.723 -4.609 -5.215
H 2.593 -3.012 -4.988
H 2.334 -0.990 -3.622
H 0.052 3.399 -1.907
H -0.046 5.199 -3.577
H -0.140 4.655 -5.987
H -0.115 2.300 -6.727
H -0.001 0.481 -5.069
Cl -4.453 -5.721 0.131
C -3.637 -4.247 0.403
C -2.886 -4.074 1.607
Cl -2.840 -5.343 2.751
C -2.203 -2.906 1.850
Cl -1.270 -2.645 3.260
C -2.261 -1.871 0.891
O -1.629 -0.745 1.008
C -3.034 -2.037 -0.289
O -3.040 -1.020 -1.115
C -3.709 -3.242 -0.537
Cl -4.574 -3.396 -2.008
N -3.422 3.064 -1.713
C -4.039 3.503 -2.812
C -3.969 2.504 -3.764
C -3.276 1.471 -3.143
N -2.937 1.821 -1.899
H -3.288 3.536 -0.819
H -4.482 4.484 -2.841
H -4.368 2.521 -4.761
H -3.009 0.498 -3.523
C -2.167 2.444 3.174
S -2.545 2.492 1.474
O -3.029 3.795 1.113
O -3.474 1.374 1.146
O -1.278 2.123 0.722
H -3.082 2.679 3.713
H -1.401 3.195 3.364
H -1.806 1.444 3.412

<S²>: 3.7801
Largest force on an atom in eV Å⁻¹: 0.9
Spin multiplicity: 4
Energy in a.u.: -4715.47715
Gap between HOMO and LUMO (spin up / spin down) in eV: 7.3 / 5.4
HOMO level (spin up / spin down) in eV: -10.27 / -10.28
Lowest unoccupied orbital energy (spin up / spin down) in eV: -3.02 / -4.83
Total charge: +1
Energy relative to the best compared isomer or geometry (same formula, charge and spin) in kJ/mol: 34.0

=====

# 4
Molecular formula: C37H34ClN2O9P2ReS3
Method: DFT, ωB97M-V/def2-TZVPD

Atoms and positions in Å:
Re 3.181 0.293 -1.200
C -0.423 -3.041 7.128
C -0.196 -2.678 5.697
C -0.101 -3.659 4.713
C 0.144 -3.325 3.394
C 0.293 -1.994 3.057
C 0.217 -1.003 4.020
C -0.032 -1.346 5.334
S 0.604 -1.448 1.367
O 1.500 -2.465 0.776
C -1.020 -1.894 0.699
C -1.143 -3.062 -0.058
C -2.299 -3.297 -0.748
C -3.360 -2.365 -0.717
C -4.520 -2.545 -1.498
C -5.508 -1.600 -1.508
C -5.390 -0.447 -0.718
C -4.282 -0.241 0.056
C -3.237 -1.188 0.075
C -2.036 -0.971 0.795
C -1.755 0.280 1.532
C -2.326 0.601 2.791
C -3.232 -0.255 3.453
C -3.713 0.065 4.693
C -3.313 1.250 5.330
C -2.449 2.110 4.710
C -1.936 1.813 3.430
C -1.013 2.669 2.791
C -0.457 2.336 1.589
C -0.824 1.131 0.980
S 0.013 0.570 -0.516
O 1.443 0.992 -0.165
C -0.556 1.885 -1.609
C 0.116 3.081 -1.789
C -0.404 4.016 -2.668
C -1.574 3.755 -3.376
C -2.099 4.741 -4.365
C -2.233 2.544 -3.176
C -1.726 1.605 -2.299
H -1.019 -3.945 7.215
H -0.926 -2.236 7.659
H 0.536 -3.213 7.616
H -0.212 -4.695 4.990
H 0.236 -4.082 2.633
H 0.365 0.027 3.741
H -0.077 -0.577 6.089
H -0.292 -3.725 -0.116
H -2.411 -4.186 -1.350
H -4.599 -3.433 -2.109
H -6.379 -1.734 -2.129
H -6.181 0.284 -0.729
H -4.188 0.655 0.649
H -3.544 -1.170 2.974
H -4.419 -0.587 5.185
H -3.689 1.473 6.317
H -2.149 3.028 5.194
H -0.731 3.588 3.282
H 0.267 2.970 1.105
H 1.036 3.271 -1.259
H 0.104 4.961 -2.796
H -1.846 5.757 -4.075
H -3.177 4.651 -4.468
H -1.652 4.548 -5.340
H -3.147 2.338 -3.709
H -2.232 0.664 -2.139
O 2.510 -3.903 -0.709
P 2.800 -2.395 -1.015
O 3.634 -1.518 -0.102
O 1.728 -1.580 -1.716
O 3.868 -2.779 -2.270
P 4.319 -1.668 -3.320
O 2.937 -1.307 -4.062
O 5.386 -2.006 -4.243
O 4.622 -0.403 -2.445
H 3.070 -4.474 -1.239
H 2.194 -1.465 -3.452
Cl 4.352 1.947 -0.294
S 2.601 1.650 -3.157
C 4.193 1.656 -3.847
N 5.168 2.383 -3.339
C 6.390 2.225 -4.108
C 5.986 1.176 -5.168
N 4.541 1.069 -4.978
H 5.121 2.798 -2.414
H 7.210 1.897 -3.469
H 6.657 3.181 -4.568
H 6.439 0.195 -4.993
H 6.214 1.504 -6.184
H 4.032 0.273 -5.340

<S²>: 3.7695
Largest force on an atom in eV Å⁻¹: 2.2
Spin multiplicity: 4
Energy in a.u.: -4632.91334
Gap between HOMO and LUMO (spin up / spin down) in eV: 7.7 / 7.1
HOMO level (spin up / spin down) in eV: -10.73 / -10.73
Lowest unoccupied orbital energy (spin up / spin down) in eV: -3.00 / -3.67
Total charge: +1
Energy relative to the best compared isomer or geometry (same formula, charge and spin) in kJ/mol: 110.9

=====

# 5
Molecular formula: C37H34F10N6O5S2Zr
Method: DFT, ωB97M-V/def2-TZVPD

Atoms and positions in Å:
Zr -1.464 -0.354 0.990
C -3.336 2.381 0.893
N -3.275 1.039 1.450
C -3.284 1.262 2.893
C -1.875 1.576 3.436
N -0.947 0.651 2.719
C 0.172 0.262 3.473
C 0.980 1.209 4.107
F 0.784 2.518 3.844
C 2.093 0.809 4.830
F 2.980 1.732 5.256
C 2.437 -0.491 5.003
F 3.530 -0.858 5.722
C 1.646 -1.422 4.385
F 2.019 -2.699 4.394
C 0.630 -1.042 3.498
F -0.077 -1.963 2.733
C -4.478 0.330 1.003
C -4.449 -1.150 1.260
N -3.119 -1.706 0.989
C -3.053 -3.038 0.562
C -4.027 -4.036 0.484
F -5.223 -3.758 1.045
C -3.853 -5.119 -0.320
F -4.910 -5.895 -0.584
C -2.650 -5.348 -1.066
F -2.581 -6.346 -1.985
C -1.656 -4.479 -0.833
F -0.445 -4.581 -1.278
C -1.895 -3.340 -0.098
F -0.836 -2.419 -0.055
H -4.208 2.942 1.181
H -2.514 2.955 1.201
H -3.392 2.315 -0.219
H -4.027 1.962 3.209
H -3.566 0.308 3.407
H -1.672 2.614 3.221
H -1.862 1.351 4.498
H -5.448 0.697 1.371
H -4.555 0.451 -0.126
H -4.628 -1.426 2.319
H -5.267 -1.614 0.692
C 6.781 3.696 -1.077
C 6.154 2.470 -1.648
S 4.707 1.987 -0.858
O 3.744 3.058 -0.925
O 4.303 0.660 -1.305
C 5.003 1.852 0.948
C 3.697 1.938 1.704
N 2.757 0.837 1.396
C 1.537 0.910 0.775
N 0.954 -0.310 0.620
C 1.956 -1.202 0.940
C 2.977 -0.529 1.378
N 4.157 -1.085 2.083
O 4.439 -2.200 1.742
O 4.627 -0.480 3.040
C 0.979 2.191 0.283
H 7.616 3.883 -1.725
H 7.140 3.459 -0.091
H 6.185 4.566 -1.074
H 6.903 1.700 -1.776
H 5.750 2.638 -2.633
H 5.748 2.607 1.300
H 5.472 0.885 1.168
H 3.097 2.800 1.566
H 3.952 1.941 2.784
H 1.705 -2.238 1.024
H 1.088 2.180 -0.787
H 1.400 3.128 0.660
H -0.042 2.216 0.590
O -1.452 0.496 -0.888
S -1.660 0.976 -2.317
C -0.181 0.648 -3.186
C -0.164 1.137 -4.472
C 0.912 0.788 -5.288
C 1.944 0.019 -4.779
C 1.856 -0.558 -3.498
C 0.809 -0.206 -2.696
C -2.804 -0.256 -2.976
C -2.332 -1.530 -3.262
C -3.214 -2.452 -3.920
C -4.402 -1.914 -4.352
C -4.875 -0.642 -4.016
C -4.037 0.240 -3.335
H -1.028 1.752 -4.753
H 0.856 1.060 -6.350
H 2.721 -0.269 -5.428
H 2.591 -1.287 -3.190
H 0.692 -0.683 -1.713
H -1.404 -1.926 -2.904
H -2.971 -3.492 -4.152
H -5.090 -2.613 -4.778
H -5.901 -0.351 -4.308
H -4.344 1.226 -3.046

Largest force on an atom in eV Å⁻¹: 5.1
Energy in a.u.: -3976.51588
Gap between HOMO and LUMO in eV: 8.0
HOMO level in eV: -13.60
Lowest unoccupied orbital energy in eV: -5.59
Total charge: +2